This record from the Open Molecules 2025 dataset describes a structure of composition FNO2PtS2. The level of theory is ωB97M-V with the def2-TZVPD basis set.

The geometry in XYZ format:
```
7
Properties=species:S:1:pos:R:3:forces:R:3:lowdin_charge:R:1
Pt -1.312153 -0.683232 0.578719 -1.3 3.9 -1.1 1.0952
F -2.440654 -1.901391 0.288589 -7.5 -7.0 -1.9 -0.5977
N 0.746532 0.732289 -1.334345 -0.8 0.1 0.1 -0.6431
S -0.745397 0.422813 -1.629542 0.9 -0.3 0.9 0.6873
S 1.491623 0.191554 0.246655 2.6 2.4 -0.2 0.7352
O 0.278505 -0.262476 1.086867 7.1 3.0 2.9 -0.8249
O 1.981544 1.500444 0.763057 -1.0 -2.2 -0.8 -0.4520
```
Positions in Å, forces in eV/Å.

Computed properties:
frontier orbital gap (spin up / spin down)	6.030 / 7.360	eV
electronic energy	-33213.229	eV
spin multiplicity	3
HOMO (spin up / spin down)	-0.32584 / -0.36783	Eh
energy relative to the best compared isomer or geometry (same formula, charge and spin)	1.7	kcal per mole